# C53H99B2F8N9O11

A cluster of 12 separate species, C53H99B2F8N9O11 in total (the ωB97M-V functional and the def2-TZVPD basis, the OMol25 dataset).

molar mass	1212.04	g/mol
E	-115584.3442	eV
gap between HOMO and LUMO	1.2	eV
2S+1	1
HOMO energy	-5.47	eV
E_LUMO	-4.313	eV

Element x y z (Å)
F (-0.67397, 1.01568, -0.47777)
F (0.42310, -0.64718, -1.61291)
F (1.37429, 1.31258, -1.45722)
F (4.15225, -2.97927, 1.65871)
F (6.00120, -4.14401, 2.06909)
F (1.10760, -0.04614, 0.42111)
F (5.45121, -2.44905, 3.40342)
F (6.15259, -1.89577, 1.34412)
O (7.88604, -0.79358, -3.58400)
O (2.92220, 4.77259, 0.28298)
O (3.38277, -5.43124, -4.14895)
O (5.06391, 4.60800, 0.63971)
O (1.19195, 4.72841, 2.78262)
O (6.22821, -1.91189, -4.41690)
O (0.42471, -1.61948, -7.35206)
O (-2.40323, -1.82397, 5.17029)
O (-4.13132, 1.96903, 2.35098)
O (-4.25040, -0.23551, 2.23990)
O (1.20602, -3.32569, -6.26280)
N (2.82471, 0.53769, 4.18430)
N (-0.56828, 3.10424, -4.24659)
N (3.57200, 0.78715, 2.08006)
N (-4.24737, 0.41731, -1.84762)
N (-2.60181, 2.68895, -5.06000)
N (-4.91618, 2.51190, -1.35130)
N (-2.31296, -2.40096, 3.89460)
N (0.10733, 5.28557, 2.08069)
N (2.63118, -5.40156, -2.91352)
C (2.38016, -2.88528, -2.01371)
C (-4.35234, 0.83532, 2.79516)
C (-2.60848, 6.22317, 1.20925)
C (-3.95830, 1.53811, -1.03465)
C (-0.83935, 1.76984, -3.91979)
C (-2.26171, 4.72523, 1.61510)
C (0.72532, -2.14149, -6.29027)
C (1.06921, -5.43415, -0.45031)
C (6.65995, -1.04364, -3.61734)
C (-0.72193, -0.63278, 2.93531)
C (-3.28128, -3.54598, 3.68756)
C (2.51566, 0.03340, 5.53133)
C (-3.43692, -0.77845, -1.95227)
C (0.61034, 3.84585, -3.85418)
C (-4.71504, 0.78685, 4.26776)
C (1.31855, -6.17946, -2.94095)
C (3.44973, -0.07515, 3.12616)
C (2.56652, 1.81396, 3.79505)
C (0.21653, -5.32897, -3.68459)
C (-5.34171, 0.68170, -2.68425)
C (-1.40109, -2.62024, 1.54220)
C (4.07848, 0.45991, 0.76570)
C (-1.10872, -2.16165, 2.94829)
C (-3.41313, -4.00404, 2.13298)
C (-2.06647, -4.02405, 1.39218)
C (-1.68282, 3.66469, -4.86551)
C (-3.93752, 2.83351, -5.56364)
C (-5.10792, 3.83467, -0.79594)
C (2.85795, -1.49084, 5.71312)
C (-3.96161, -1.81214, -1.00256)
C (-0.93245, 6.81961, 3.73692)
C (3.03793, -4.36675, -1.81585)
C (-0.76275, 2.87940, 2.11580)
C (5.73522, -0.62910, -2.50118)
C (1.99693, 3.18851, -4.31005)
C (-5.74027, 1.94249, -2.27979)
C (-0.32094, 4.11056, -0.09556)
C (-2.81297, -4.79568, 4.44600)
C (-0.79513, 4.18084, 1.35464)
C (4.62423, -4.35390, -1.60281)
C (1.48746, -7.55509, -3.66947)
C (-0.29914, 6.76978, 2.29521)
C (0.88929, 7.79834, 2.11018)
C (0.07317, -2.95820, 3.52582)
C (-4.73896, -3.09974, 4.14279)
C (0.40928, -1.37045, -5.06517)
C (2.51789, -4.98165, -0.45749)
C (4.03399, 4.35296, -0.01385)
C (3.00967, 1.97428, 2.43746)
C (-1.40641, 7.16615, 1.22579)
C (4.13484, 3.49439, -1.25191)
C (0.84294, -6.53595, -1.48851)
C (-2.18973, 1.53533, -4.41455)
B (0.56140, 0.42910, -0.75953)
B (5.44857, -2.87132, 2.08719)
H (0.50426, 8.80876, 2.24771)
H (-3.27500, 6.64199, 1.96322)
H (-2.64777, 4.46105, 2.59961)
H (4.72240, -0.51894, -2.88872)
H (-2.87350, 3.96959, 1.12232)
H (0.15037, -4.32800, -3.25825)
H (3.22290, 2.97323, -1.54325)
H (-0.07434, 1.14899, -3.47741)
H (2.63077, -1.87353, 6.70814)
H (1.38254, 7.82976, 1.13867)
H (-2.14793, -4.34600, 0.35400)
H (1.52888, -7.36614, -4.74217)
H (-3.67825, -5.45654, 4.49736)
H (-0.02857, 2.11371, 1.86520)
H (-0.43149, -1.87306, -4.58704)
H (-1.88060, 4.69178, -5.13453)
H (2.10241, 2.14412, -4.01642)
H (-5.44993, -3.92528, 4.10965)
H (6.09546, 0.31830, -2.10024)
H (-1.03718, 3.55191, -0.69808)
H (1.33263, -2.92718, -2.31207)
H (-0.20556, -3.98170, 3.77652)
H (-1.71039, 6.06872, 3.87504)
H (-3.86842, 3.29407, -6.54914)
H (-5.56985, 0.01110, -3.49951)
H (0.62839, -8.21607, -3.55462)
H (1.36812, -7.39873, -1.07874)
H (-4.55117, 3.42463, -4.88386)
H (-4.28602, -1.42393, -0.03709)
H (0.64474, 3.62278, -0.22830)
H (-2.38939, -0.59816, -1.71087)
H (3.93826, -1.59835, 5.61592)
H (1.62889, 7.78269, 2.91071)
H (-0.90066, 7.04121, 0.26833)
H (0.46992, -4.57308, -0.74613)
H (3.00947, -2.50629, -2.81897)
H (-2.56890, -4.54000, 5.47710)
H (-4.33835, 1.84103, -5.76959)
H (2.30738, -2.12576, 5.01897)
H (-0.48427, -2.50661, 0.96372)
H (-0.09256, -0.42317, -5.26250)
H (-0.67151, -0.15643, 3.91442)
H (0.31493, -5.31274, -4.77002)
H (0.55984, 3.98614, -2.77442)
H (0.27748, -2.56902, 4.52326)
H (-4.10528, 4.25162, -0.70134)
H (2.65509, -4.38730, 0.44586)
H (-0.24348, 5.08622, -0.57536)
H (2.90655, 3.66378, -3.94291)
H (1.21850, -1.25023, -4.34489)
H (4.87616, -3.87361, -0.65732)
H (-4.97362, -2.32249, 3.41552)
H (-5.72386, 4.54415, -1.34853)
H (4.92367, 2.74626, -1.17345)
H (3.83619, 1.33711, 0.16578)
H (3.72770, -1.11214, 3.00870)
H (1.45072, 0.22538, 5.66232)
H (-3.88463, 0.26504, 4.74340)
H (-1.57452, -0.13312, 2.47539)
H (-2.06876, -1.93126, 1.02488)
H (-3.44933, -1.12329, -2.98622)
H (-5.60126, 0.17488, 4.43569)
H (-3.36332, 1.60810, -0.13604)
H (3.11520, 0.67011, 6.18191)
H (-5.47707, 3.70455, 0.22136)
H (-2.79138, 0.64134, -4.48655)
H (-4.74681, -2.36694, -1.51615)
H (-0.20107, -6.81575, -1.34760)
H (3.07097, -5.87368, -0.16340)
H (0.76975, -5.65756, 0.57366)
H (-0.08401, 6.61780, 4.39077)
H (-4.92604, -2.57456, 5.07943)
H (2.23868, 3.21739, -5.37252)
H (-1.66113, 8.21891, 1.34791)
H (1.01449, -2.98672, 2.97699)
H (-2.02446, -5.28039, 3.87032)
H (5.06966, -5.34852, -1.58213)
H (-0.73291, -5.82991, -3.49560)
H (4.29306, 4.14974, -2.10840)
H (-1.41805, -4.85595, 1.66711)
H (0.53231, 4.86324, -4.23751)
H (2.54966, -2.23514, -1.15540)
H (2.92840, 2.81981, 1.77046)
H (-0.56256, 2.99896, 3.18057)
H (5.19623, -3.90102, -2.41264)
H (2.40523, -8.04228, -3.34016)
H (5.14375, 0.26808, 0.89415)
H (5.87618, -1.50526, -1.86828)
H (-6.52714, 2.52777, -2.73221)
H (3.57973, -0.44152, 0.40965)
H (-1.68490, 2.32958, 1.92754)
H (2.09867, 2.50503, 4.48057)
H (-1.30317, 7.82334, 3.94474)
H (-3.14522, 6.25476, 0.26109)
H (-4.86644, 1.76592, 4.72230)
H (-3.20601, -2.50870, -0.63930)
H (-4.07031, -3.28082, 1.65012)
H (0.19858, -0.52668, 2.36129)
H (-3.97070, -4.94050, 2.11632)